1.
Below is C11H25Cl2N2OP2Sn as an isolated structure in a non-equilibrium geometry, with properties calculated with the ωB97M-V functional and the def2-TZVPD basis.

Last column: Mulliken charge in e.
Geometry (Å):
C1 -2.010598 -1.389436 -4.552443  -1.13
C2 -1.461624 -1.278119 -3.174150  0.91
H1 -2.483109 -2.361505 -4.736871  0.37
H2 -1.186034 -1.279131 -5.277469  0.33
H3 -2.759671 -0.601767 -4.711912  0.37
O1 -1.304659 -2.113571 -2.308952  -0.44
Cl1 -0.945714 0.472968 -2.893232  -0.08
Sn1 -0.095662 -0.003359 -0.172140  0.78
P1 2.244769 -1.069579 -0.832455  0.64
C3 2.873221 -2.473457 0.131372  -1.07
C4 2.087474 -1.698840 -2.521015  -1.11
H4 3.065716 -2.099322 -2.820874  0.49
H5 4.478813 -0.374154 -1.391544  0.48
H6 1.790146 -0.890231 -3.200696  0.36
H7 3.324434 1.013849 -1.395240  0.38
H8 2.160186 -3.306549 0.076887  0.40
H9 1.328475 -2.491958 -2.551788  0.38
C5 3.634214 0.101319 -0.869075  -1.03
H10 3.835182 -2.787189 -0.298147  0.46
H11 3.944301 0.373204 0.151267  0.34
H12 3.019846 -2.199121 1.185474  0.37
P2 -2.381966 1.003659 0.771072  0.68
C6 -3.167772 0.249376 2.228893  -1.07
C7 -2.310765 2.772233 1.211433  -1.06
H13 -3.188097 1.210044 -1.493033  0.34
H14 -4.482964 1.502486 -0.273855  0.47
H15 -3.940084 -0.178162 -0.636687  0.39
C8 -3.624893 0.870804 -0.545004  -1.05
H16 -1.825461 3.328439 0.398368  0.39
H17 -3.337065 3.142901 1.364691  0.49
H18 -4.076567 0.816464 2.478033  0.45
H19 -2.489448 0.257116 3.093812  0.36
H20 -1.728009 2.925504 2.133163  0.34
H21 -3.441889 -0.788890 2.002939  0.41
Cl2 0.658751 2.221463 -0.820658  -0.32
N1 2.423421 0.683971 3.700902  -0.03
C9 1.265514 1.248192 4.214052  -0.91
C10 0.326219 1.107249 3.231333  -0.41
N2 0.891602 0.474812 2.127410  0.40
C11 2.159688 0.233934 2.456149  -0.39
H22 3.309306 0.585244 4.181064  0.24
H23 1.211954 1.657461 5.205469  0.41
H24 -0.710092 1.410608 3.264144  0.49
H25 2.918915 -0.278955 1.869311  0.18

Atomic forces in eV per Å
C -0.2855 -0.3539 -0.2432
C -0.2256 -2.2234 0.5961
H 0.2110 0.1279 0.3332
H -0.2561 0.2118 0.2321
H 0.3498 -0.0777 -0.0843
O -0.0166 2.5849 -1.3425
Cl 0.1752 -0.6056 0.6664
Sn 1.4549 2.8170 1.0693
P 1.1596 -1.1646 -0.8277
C -0.8093 -0.0897 0.5986
C -0.6581 0.1666 -0.0477
H -0.1804 0.1028 0.1062
H -0.3882 -0.1142 0.0544
H 0.1799 -0.1649 0.0829
H 0.2454 -0.1652 0.0835
H 0.2365 0.1074 0.0594
H 0.2652 0.1101 -0.0190
C -0.6357 0.9548 0.4385
H -0.2138 0.2164 -0.0703
H -0.0654 -0.0563 -0.4344
H -0.0106 -0.2320 -0.3540
P -2.0102 0.3422 0.4567
C 0.7157 -0.8362 0.0636
C 1.3025 0.1468 -0.2853
H -0.3270 0.0197 0.2079
H 0.2447 -0.1394 0.0013
H 0.0090 0.2850 -0.0150
C 0.5477 -0.3418 -0.3437
H -0.1943 0.0220 0.2453
H 0.1560 -0.4250 -0.1465
H 0.2473 0.0471 -0.2742
H -0.2961 -0.0374 -0.2349
H -0.2271 -0.0363 -0.3731
H 0.0069 0.2018 0.1446
Cl -0.2517 -1.0408 0.5348
N -0.8279 0.0301 -0.4500
C 0.2563 -0.5129 -0.7736
C 0.2307 -0.0175 0.0896
N -0.0318 -0.4091 -0.6293
C 0.1112 0.0859 0.5538
H -0.0685 0.0899 0.0161
H -0.0027 0.0859 0.0672
H 0.2999 -0.0353 0.0140
H -0.4229 0.3233 0.2334

Its total charge is +3. The gap between HOMO and LUMO is 5.61 eV. As for the highest occupied orbital energy: -18.5 eV. The calculation puts the LUMO energy at -12.92 eV. The value obtained for the largest force on an atom is 3.3 eV/A. The spin multiplicity is 1. The value obtained for the molecular weight is 452.90 g/mol.

---

2.
Below is a 5-piece molecular cluster, C11H25F6N5O7S2 overall in a non-equilibrium geometry, with properties calculated with the ωB97M-V functional and the def2-TZVPD basis.

Last column: Mulliken charge in e.
Geometry (Å):
N1 -1.125954 -0.781967 -0.300522  -0.40
H1 -0.475494 -1.416057 0.141008  0.29
H2 -0.802644 0.095983 0.079978  0.35
H3 -2.080084 -0.864477 0.020268  0.37
H4 -0.972204 -0.861967 -1.295542  0.37
C1 3.917506 -1.428237 2.105558  0.64
F1 4.891496 -1.819357 1.255168  -0.20
F2 4.474706 -0.950877 3.228708  -0.21
F3 3.097636 -0.538627 1.520978  -0.22
S1 2.877046 -2.959757 2.658778  0.89
O1 3.928296 -3.906577 3.075178  -0.56
O2 2.012516 -2.485507 3.719668  -0.62
N2 2.009556 -3.413317 1.179448  -0.34
S2 2.642496 -4.735577 0.740898  0.96
O3 3.933366 -4.548297 0.152378  -0.61
O4 2.525756 -5.862987 1.671368  -0.64
C2 1.381476 -5.328177 -0.609922  0.57
F4 0.210916 -5.547287 -0.065092  -0.22
F5 1.342056 -4.386687 -1.566442  -0.21
F6 1.817646 -6.516237 -1.052042  -0.21
C3 1.376796 1.774293 -5.770002  -0.93
C4 1.857906 0.555623 -4.897742  0.60
O5 1.060276 -0.243937 -4.482402  -0.63
N3 3.158506 0.403573 -4.792492  -0.14
C5 3.709326 -0.556317 -3.879482  -0.86
H5 0.682326 2.396633 -5.205632  0.26
H6 0.933126 1.399983 -6.692572  0.25
H7 2.224666 2.412493 -6.018812  0.31
H8 3.744316 1.144213 -5.150812  0.25
H9 4.665446 -0.268417 -3.442392  0.35
H10 3.851476 -1.531537 -4.345152  0.27
H11 3.031546 -0.736577 -3.045082  0.26
C6 -2.041604 5.932583 0.657828  -0.92
C7 -0.842254 5.161763 0.107208  0.69
O6 -0.548044 3.981393 0.364358  -0.67
N4 -0.052554 5.863233 -0.749842  -0.20
C8 1.240716 5.428103 -1.240782  -0.86
H12 -2.194824 6.885573 0.151448  0.30
H13 -1.830694 6.181173 1.697938  0.25
H14 -2.901874 5.269063 0.569708  0.28
H15 -0.321824 6.753863 -1.142772  0.23
H16 1.451896 4.418553 -0.888232  0.30
H17 1.995456 6.106363 -0.842762  0.30
H18 1.401506 5.448163 -2.318672  0.29
C9 -6.036854 -2.865757 3.148488  -0.98
C10 -5.254694 -1.562147 3.148218  0.68
O7 -4.976774 -1.109987 2.072578  -0.64
N5 -4.915284 -1.029357 4.313508  -0.18
C11 -4.122774 0.201583 4.335118  -0.78
H19 -6.812684 -2.914247 2.384398  0.29
H20 -6.564214 -2.923437 4.100678  0.33
H21 -5.406194 -3.733037 2.953058  0.24
H22 -5.238674 -1.548467 5.117278  0.22
H23 -4.119894 0.521323 5.377158  0.34
H24 -4.702694 0.947433 3.791518  0.27
H25 -3.106954 0.092233 3.955318  0.23

Atomic forces in eV per Å
N 0.8523 0.4426 0.7483
H 0.0441 -1.1966 0.4617
H 0.1795 1.0015 -0.3931
H -0.5518 -0.6503 -0.1039
H -0.2835 0.2368 -0.5852
C -0.3732 -2.0154 0.1639
F -1.0153 0.8179 0.6916
F -0.3530 0.2891 -0.9564
F 0.7441 0.1764 0.2242
S 1.2101 -1.3425 -0.0337
O -1.8453 1.7382 -1.0354
O -0.0657 0.1277 -1.4363
N 0.0832 3.2199 3.8202
S 0.4516 -4.8740 -0.2157
O 0.2538 -0.0855 -0.9539
O -0.2232 1.2274 -0.9561
C 2.6538 0.4436 1.7457
F -1.1364 0.4449 -0.1364
F -0.6501 -0.6357 -0.4523
F -0.0587 0.7701 -0.6388
C 0.9666 -0.5404 0.7779
C -1.7468 1.6450 -2.1951
O -1.1247 -0.8353 1.0758
N 1.9889 0.8003 0.3414
C 0.3381 -1.1173 0.6124
H -0.1820 -0.2979 -0.0627
H -0.1210 0.0253 0.1959
H 0.0185 0.0341 -0.1763
H -0.0488 -0.2611 0.1413
H -0.0482 0.3533 -0.3186
H 0.0146 0.0044 -0.1414
H -0.1244 0.1719 -0.0968
C 0.6373 -0.5321 -0.1514
C 0.8237 -1.0582 -0.5676
O -0.9140 1.4756 0.2650
N 0.1643 0.5305 -0.8707
C 0.6375 -0.2935 0.5339
H -0.0976 -0.1982 -0.1931
H -0.1484 -0.2690 0.0924
H -0.0890 0.2793 0.2067
H -0.4091 -0.1063 0.5915
H -0.1069 0.1501 0.0381
H 0.1761 -0.1033 0.1685
H -0.6966 -0.0024 -0.1416
C -0.6071 0.1013 0.8924
C -1.1773 -2.2258 -0.7416
O 1.2009 1.6503 -1.8459
N 0.3657 -0.0168 0.3852
C -1.1536 -0.1304 0.9802
H 0.2125 0.5383 -0.1400
H 0.0627 -0.6640 0.1506
H 0.1978 0.1283 0.3908
H 0.4571 0.5604 0.1977
H 0.3739 0.0866 -0.0697
H 0.4274 0.0948 -0.2398
H -0.1841 -0.1139 -0.0438

The energy relative to the best compared isomer or geometry (same formula, charge and spin) is 54.90 kcal/mol. The gap between HOMO and LUMO is 7.14 eV. As for the highest occupied orbital energy: -8.4 eV. The calculation puts the LUMO energy at -1.23 eV. The value obtained for the largest force on an atom is 5.0 eV/A. The spin multiplicity is 1. The value obtained for the molecular weight is 517.47 g/mol.

---

3.
Below is a 2-piece molecular cluster, C11H25N3O4 overall in a non-equilibrium geometry, with properties calculated with the ωB97M-V functional and the def2-TZVPD basis.

Last column: Mulliken charge in e.
Geometry (Å):
C1 3.296073 -1.668057 0.212011  0.43
C2 2.410445 -2.923641 0.189505  0.36
C3 2.562968 -0.439188 -0.230429  -0.90
C4 3.406269 0.850552 -0.110460  -0.52
C5 2.742125 2.075017 -0.635400  -0.44
C6 3.522948 3.394756 -0.369321  -0.70
C7 -3.272122 0.315882 0.342464  0.42
C8 -4.063120 1.241995 -0.568285  0.36
C9 -3.796694 -1.152367 0.494433  0.40
C10 -3.678765 -2.121625 -0.725212  -1.68
C11 -5.285833 -1.187171 0.903119  -1.82
H1 4.728551 -2.657522 -0.757903  0.22
H2 4.192052 -1.618727 -1.542096  0.19
H3 3.544883 -1.508457 1.243645  0.47
H4 1.610039 -0.369936 0.405208  0.28
H5 2.255521 -0.598669 -1.279617  0.35
H6 4.371342 0.662630 -0.630558  0.34
H7 3.593626 1.000864 0.934237  0.25
H8 1.788267 2.152922 -0.045871  0.18
H9 2.443747 1.909024 -1.677485  0.37
H10 3.007594 4.124722 -0.882032  0.42
H11 4.585568 3.274801 -0.797838  0.29
H12 2.934226 3.846528 1.524637  0.19
H13 4.151342 4.698435 1.021704  0.22
H14 1.193644 -3.994596 0.803860  0.28
H15 -2.117959 0.542689 1.982000  0.26
H16 -2.653973 1.922309 1.408749  0.29
H17 -2.275067 0.195808 -0.298334  0.05
H18 -3.205810 -1.578475 1.264788  0.50
H19 -3.618741 -3.098871 -0.369165  0.49
H20 -2.865077 -1.919253 -1.334309  0.42
H21 -4.536413 -2.073458 -1.309976  0.38
H22 -5.457239 -2.116074 1.331114  0.49
H23 -5.661500 -0.441145 1.470163  0.44
H24 -5.839809 -1.209433 -0.002801  0.41
H25 -4.792548 1.363083 -2.244984  0.33
N1 4.477733 -1.826283 -0.687211  -0.70
N2 3.770805 3.811901 1.030417  -0.53
N3 -2.917785 0.991876 1.632155  -0.73
O1 2.630234 -3.835889 -0.574568  -0.62
O2 1.378778 -3.138129 1.021251  -0.43
O3 -4.047053 2.437589 -0.436301  -0.60
O4 -4.513261 0.663591 -1.705300  -0.40

Atomic forces in eV per Å
C 0.3859 -0.6370 -0.7698
C 0.4202 -0.9595 -1.1024
C -1.8265 0.8615 0.2306
C 0.6669 -1.4540 -0.4448
C -1.0695 0.6817 1.5202
C 2.6771 -2.0484 -0.0049
C 2.1243 -0.9174 -1.1036
C 1.2892 0.1763 -0.0782
C -1.1582 0.9926 -0.6510
C -0.0507 1.8388 1.8531
C 2.0548 -1.1551 -2.2800
H 3.0248 -9.6228 -0.1046
H -1.5935 1.6413 -4.7531
H 0.7114 -0.0680 0.6327
H 1.1369 0.1477 -0.9446
H -0.1085 0.1785 0.2549
H -0.4631 0.2250 0.4448
H 0.4917 0.0600 0.6724
H 0.3709 0.1290 -0.6159
H 0.2657 0.5862 0.0256
H -0.9562 1.8527 -1.4079
H -1.6011 0.2442 0.1978
H -1.7607 0.1170 1.1012
H 1.0097 2.1361 0.0212
H -1.4027 -3.9406 -0.7071
H 1.1419 -0.7470 0.6566
H 0.0664 1.0256 -0.1499
H -1.7412 0.2645 0.8982
H 0.6397 -0.2763 0.9601
H 0.2555 -1.7304 0.6868
H 1.7841 0.3724 -1.1210
H -1.5278 0.2715 -1.1690
H -0.5416 -1.7461 1.1743
H -0.7486 2.4988 2.1672
H -0.7153 0.2159 -0.8821
H -0.8127 1.7674 -1.4521
N -2.3052 7.8072 5.9143
N 0.1293 -3.0435 -1.2731
N -2.0917 -1.0087 -1.5443
O 0.6846 0.1122 -0.5414
O 1.0881 4.9998 1.6535
O -0.4983 0.0911 0.1730
O 0.5541 -1.9405 1.8621

The gap between HOMO and LUMO is 9.81 eV. As for the highest occupied orbital energy: -9.5 eV. The calculation puts the LUMO energy at 0.34 eV. Its SMILES is CC(C)[C@H](N)C(=O)O.NCCCC[C@H](N)C(=O)O. The value obtained for the largest force on an atom is 10.1 eV/A. The spin multiplicity is 1. The value obtained for the molecular weight is 263.34 g/mol.